{
  "formula": "C9H21N7O5Sr",
  "method": "the ωB97M-V functional and the def2-TZVPD basis",
  "symbols": ["Sr", "C", "N", "C", "C", "O", "C", "O", "C", "C", "O", "N", "C", "C", "H", "H", "H", "H", "H", "H", "H", "H", "H", "H", "H", "H", "H", "H", "H", "H", "N", "N", "C", "N", "N", "N", "O", "O", "H", "H", "H", "H", "H"],
  "positions_angstrom": [[-1.21313, 0.91694, 0.17276], [3.04201, 0.26718, 3.87252], [1.60408, 0.34276, 3.61874], [0.74990, 0.39061, 4.80977], [1.06007, 0.26020, 2.42002], [-0.16976, 0.25787, 2.22079], [1.98779, 0.16998, 1.19799], [1.25481, 0.03357, -0.02143], [1.35749, -1.23676, -0.66382], [0.00977, -1.94337, -0.86518], [-1.05999, -1.34942, -0.62873], [0.06345, -3.18687, -1.31078], [-1.16665, -3.96387, -1.49489], [1.31999, -3.89296, -1.57211], [3.28781, 0.97742, 4.65849], [3.61893, 0.53376, 2.99222], [3.31796, -0.73545, 4.20040], [1.16017, 1.12337, 5.50067], [0.73235, -0.58813, 5.28922], [-0.25652, 0.67432, 4.52470], [2.67830, -0.66588, 1.31761], [2.58875, 1.07894, 1.12738], [2.02527, -1.88720, -0.09777], [1.81473, -1.08697, -1.64602], [-2.01708, -3.37681, -1.16994], [-1.10048, -4.87614, -0.90389], [-1.27307, -4.22800, -2.54625], [2.02335, -3.26898, -2.11937], [1.09380, -4.75479, -2.19340], [1.76952, -4.24692, -0.64365], [-1.00912, 1.34414, -3.06218], [-1.92197, 2.35658, -3.42143], [-2.49697, 3.13701, -2.48021], [-3.30582, 4.10123, -2.88544], [-2.15979, 2.80566, -1.22882], [-2.76675, 3.49002, -0.16663], [-2.47344, 2.97331, 0.91665], [-3.46836, 4.44974, -0.28882], [-0.10061, 1.61087, -3.43065], [-1.30132, 0.48443, -3.51616], [-2.05329, 2.56408, -4.40023], [-3.50090, 4.23160, -3.86523], [-3.74525, 4.71294, -2.21688]],
  "atomic_forces_ev_per_a": [[0.00, -0.37, -0.14], [-0.05, 0.02, -0.05], [-0.04, 0.00, 0.03], [0.02, -0.01, -0.06], [0.13, -0.14, -0.21], [0.02, 0.16, 0.10], [0.22, 0.02, 0.10], [-0.33, -0.24, 0.23], [0.14, -0.13, -0.11], [0.18, 0.00, 0.14], [0.13, 0.13, -0.09], [-0.08, -0.04, -0.02], [0.07, 0.03, 0.00], [-0.07, 0.02, 0.00], [0.03, -0.02, 0.01], [0.02, -0.01, 0.01], [0.02, 0.01, 0.02], [-0.02, 0.00, 0.01], [-0.01, 0.01, 0.03], [0.00, -0.01, 0.02], [0.01, 0.02, -0.01], [-0.03, 0.01, -0.04], [-0.01, -0.01, -0.01], [0.01, 0.03, 0.02], [-0.01, -0.03, -0.01], [-0.02, 0.00, 0.00], [-0.03, 0.00, 0.00], [0.03, -0.01, 0.03], [0.02, -0.01, 0.00], [0.04, -0.01, -0.02], [-0.14, 0.24, -0.09], [0.04, -0.10, 0.01], [0.17, -0.16, -0.23], [-0.01, -0.01, -0.08], [-0.76, 0.83, 0.66], [0.54, -0.57, -0.69], [-0.14, 0.16, 0.27], [-0.16, 0.25, -0.05], [0.05, -0.12, 0.06], [0.01, -0.01, 0.03], [-0.02, 0.06, 0.03], [0.00, 0.00, 0.02], [0.01, 0.00, 0.08]],
  "mulliken_charge": [2.13, -0.95, 0.05, -0.95, 1.10, -0.87, -1.27, -0.37, -1.13, 0.91, -0.89, 0.12, -1.00, -1.01, 0.34, 0.36, 0.33, 0.32, 0.36, 0.28, 0.52, 0.50, 0.54, 0.43, 0.29, 0.38, 0.36, 0.36, 0.37, 0.34, -0.42, -0.22, 0.61, -0.31, -0.83, 1.65, -0.88, -0.66, 0.26, 0.27, 0.17, 0.18, 0.21],
  "spin_multiplicity": 1,
  "orbital_gap_ev": 9.9,
  "e_homo_ev": -15.6,
  "total_charge": 2,
  "energy_ha": -1145.26594
}

---

{
  "formula": "C3H6NO2",
  "method": "the ωB97M-V functional and the def2-TZVPD basis",
  "symbols": ["C", "N", "C", "O", "O", "C", "H", "H", "H", "H", "H", "H"],
  "positions_angstrom": [[0.62307, 0.23579, -0.64869], [-0.85902, 0.18172, -0.50312], [-1.64178, 1.06664, 0.43980], [-1.15006, 2.11772, 0.78120], [-2.66018, 0.58240, 0.96942], [1.11398, -1.07622, 0.00993], [0.96997, 1.05518, 0.04835], [1.11480, 0.59482, -1.58266], [-1.17834, -0.74360, -0.14985], [0.92597, -1.92188, -0.75989], [2.23145, -0.94219, 0.49718], [0.51015, -1.15039, 0.89833]],
  "atomic_forces_ev_per_a": [[-0.32, 1.40, 2.97], [-1.03, -0.52, -0.18], [0.53, -1.33, 0.99], [1.83, 2.65, -0.48], [-0.62, -1.41, -1.12], [2.44, 0.40, -0.81], [-0.49, -0.54, -0.44], [-0.94, -1.00, -0.07], [0.51, 0.79, -0.93], [0.78, 0.90, 1.73], [-2.35, -0.80, -1.85], [-0.33, -0.54, 0.17]],
  "mulliken_charge": [-0.20, -0.48, 0.56, -0.70, -0.76, -1.00, 0.23, 0.28, 0.25, 0.21, 0.27, 0.33],
  "spin_multiplicity": 1,
  "orbital_gap_ev": 7.7,
  "e_homo_ev": -3.7,
  "relative_energy_kcal_mol": 29.2,
  "smiles": "CCNC(=O)[O-]",
  "total_charge": -1,
  "energy_ha": -323.17167
}

---

{
  "formula": "C17H25N3O3S2",
  "method": "the ωB97M-V functional and the def2-TZVPD basis",
  "symbols": ["C", "H", "O", "C", "C", "N", "C", "N", "C", "C", "C", "O", "S", "C", "C", "H", "H", "H", "C", "H", "H", "H", "S", "C", "H", "H", "C", "O", "N", "C", "H", "C", "C", "C", "C", "H", "H", "H", "H", "H", "H", "H", "H", "H", "H", "H", "H", "H", "H", "H"],
  "positions_angstrom": [[1.69092, -3.79505, 5.31674], [0.82177, -4.45991, 5.36932], [1.29347, -2.44612, 5.22186], [0.32920, -2.18945, 4.23865], [0.87677, -2.29222, 2.80221], [-0.12939, -1.89743, 1.84191], [-0.27828, -0.61180, 1.44769], [-1.17584, -0.19679, 0.60497], [-1.97869, -1.12402, 0.05910], [-1.90333, -2.44953, 0.37942], [-0.96588, -2.93081, 1.35086], [-0.83586, -4.06579, 1.75914], [-3.04979, -3.45465, -0.47194], [-3.42625, -2.06894, -1.64812], [-2.61921, -2.27128, -2.92073], [-2.83212, -3.24602, -3.35262], [-1.55494, -2.21435, -2.70076], [-2.86825, -1.50361, -3.65166], [-3.05028, -0.77350, -0.92655], [-3.90501, -0.36133, -0.38203], [-2.69991, -0.01722, -1.62960], [-4.49412, -2.12642, -1.86044], [0.79586, 0.59356, 2.12228], [0.50653, 1.90650, 0.90878], [-0.55615, 2.14218, 0.92061], [1.10083, 2.75630, 1.24359], [0.95615, 1.41522, -0.46804], [1.48851, 0.33310, -0.61049], [0.70109, 2.24256, -1.50057], [0.21858, 3.60213, -1.42446], [-0.17885, 3.81803, -0.43492], [1.34623, 4.57712, -1.77547], [1.88943, 4.26100, -3.16694], [2.33185, 2.80114, -3.23138], [1.17802, 1.88614, -2.82413], [1.49899, 0.84434, -2.79256], [0.34831, 1.98772, -3.53221], [2.66012, 2.54590, -4.23930], [3.16867, 2.63969, -2.54922], [2.72821, 4.91866, -3.39962], [1.10773, 4.43785, -3.90964], [0.96892, 5.59972, -1.73525], [2.14685, 4.47851, -1.03942], [-0.59436, 3.71356, -2.15241], [1.13167, -3.33129, 2.57834], [1.75773, -1.65545, 2.69348], [-0.00878, -1.16545, 4.42386], [-0.52335, -2.87821, 4.33933], [2.26792, -3.87675, 6.23609], [2.31833, -4.09753, 4.47225]],
  "atomic_forces_ev_per_a": [[0.02, -0.04, 0.01], [0.01, -0.01, 0.00], [0.14, 0.15, 0.01], [-0.18, 0.06, -0.23], [0.41, -0.28, 0.63], [-0.16, 0.04, -0.13], [-0.37, 0.40, -0.27], [0.13, 0.36, 0.12], [0.10, -0.83, 0.19], [-0.20, 0.35, -0.31], [-0.13, 0.33, -0.16], [-0.05, -0.33, 0.04], [-0.25, -0.06, -0.07], [0.11, -0.38, 0.08], [-0.13, -0.02, 0.07], [0.03, -0.04, -0.07], [0.12, -0.01, -0.01], [0.00, 0.11, -0.10], [-0.08, -0.07, 0.11], [0.01, 0.03, 0.01], [-0.01, 0.06, -0.01], [0.06, 0.06, 0.03], [0.30, 0.45, 0.30], [-0.01, -0.65, 0.33], [0.12, 0.14, -0.08], [-0.03, 0.04, 0.05], [-0.15, 0.03, 0.20], [0.27, -0.13, -0.11], [-0.11, 0.04, -0.42], [0.13, 0.35, 0.23], [-0.06, -0.05, -0.06], [-0.26, 0.00, -0.20], [0.24, -0.06, 0.21], [-0.28, 0.06, -0.12], [0.36, -0.31, -0.14], [-0.12, 0.13, -0.05], [0.01, -0.01, 0.00], [0.06, -0.04, -0.02], [0.06, -0.06, 0.00], [-0.04, 0.05, -0.07], [-0.03, 0.05, -0.07], [0.01, 0.05, 0.05], [0.02, 0.03, 0.08], [-0.02, 0.03, 0.10], [0.04, 0.23, 0.00], [-0.07, -0.12, -0.04], [-0.08, -0.11, -0.06], [0.04, 0.11, -0.02], [0.01, -0.09, -0.04], [-0.01, -0.03, 0.03]],
  "mulliken_charge": [-0.69, 0.32, -0.38, -0.16, -1.56, 0.21, 0.56, -0.32, -0.16, 0.66, 0.33, -0.71, -0.22, 0.15, -1.35, 0.37, 0.34, 0.36, -0.79, 0.24, 0.18, 0.51, -0.22, -0.95, 0.39, 0.54, 0.95, -0.69, 0.13, -0.81, 0.48, -0.59, -0.69, -0.59, -0.90, 0.41, 0.37, 0.35, 0.30, 0.34, 0.30, 0.37, 0.28, 0.27, 0.49, 0.42, 0.26, 0.37, 0.25, 0.28],
  "spin_multiplicity": 1,
  "orbital_gap_ev": 8.1,
  "e_homo_ev": -7.5,
  "relative_energy_kcal_mol": 17.3,
  "smiles": "COCCn1c(SCC(=O)N2CCCCC2)nc2c(c1=O)S[C@H](C)C2",
  "energy_ha": -1849.18836
}

---

{
  "formula": "C22H44N2O6",
  "method": "the ωB97M-V functional and the def2-TZVPD basis",
  "symbols": ["C", "O", "C", "C", "C", "C", "C", "C", "C", "C", "C", "C", "C", "C", "C", "C", "O", "C", "O", "O", "H", "H", "H", "H", "H", "H", "H", "H", "H", "H", "H", "H", "H", "H", "H", "H", "H", "H", "H", "H", "H", "H", "H", "H", "H", "H", "H", "H", "H", "H", "C", "O", "N", "C", "C", "H", "H", "H", "H", "H", "H", "H", "C", "O", "N", "C", "C", "H", "H", "H", "H", "H", "H", "H"],
  "positions_angstrom": [[-2.86984, 2.63085, -1.15468], [-2.85498, 2.57946, -2.56118], [-2.07192, 1.53667, -3.12625], [-2.16537, 0.17857, -2.42736], [-1.06306, -0.13178, -1.39895], [-0.74281, -1.63220, -1.24852], [-0.86607, -2.13338, 0.19695], [-2.29422, -2.11575, 0.75323], [-2.49598, -2.95800, 2.01460], [-1.65400, -2.52024, 3.22593], [-0.26339, -3.18824, 3.33829], [0.94650, -2.26025, 3.38745], [0.98304, -1.29182, 4.58842], [1.37411, 0.13900, 4.21909], [0.36231, 0.86874, 3.36294], [0.88566, 1.86132, 2.28611], [0.07298, 3.03218, 2.51868], [-0.97070, 2.63512, 3.28546], [-2.09579, 3.08327, 3.24586], [-0.53971, 1.66474, 4.12977], [-3.53002, 1.87351, -0.71824], [-3.26437, 3.59999, -0.86094], [-1.87739, 2.50717, -0.71819], [-2.44693, 1.42757, -4.14449], [-1.02760, 1.85324, -3.21414], [-3.15469, 0.05164, -1.98258], [-2.09690, -0.57870, -3.21415], [-1.38521, 0.26215, -0.42926], [-0.16675, 0.42816, -1.67623], [-1.37650, -2.22317, -1.91114], [0.30534, -1.76668, -1.51591], [-0.46174, -3.14367, 0.29249], [-0.26498, -1.45205, 0.80411], [-2.99076, -2.45052, -0.02102], [-2.56915, -1.08461, 0.99651], [-3.54953, -2.86905, 2.29275], [-2.32673, -4.01533, 1.79626], [-2.21678, -2.77179, 4.12708], [-1.59364, -1.42919, 3.21908], [-0.13154, -3.84770, 2.47692], [-0.25942, -3.81167, 4.23342], [1.83802, -2.89120, 3.42952], [1.03750, -1.69306, 2.46030], [1.75079, -1.63825, 5.28401], [0.04393, -1.29840, 5.14284], [2.33397, 0.13556, 3.69575], [1.53289, 0.72237, 5.13062], [-0.20993, 0.12343, 2.80436], [0.63081, 1.46830, 1.30301], [1.93268, 2.14058, 2.34113], [3.49205, -2.33000, -2.21541], [2.59998, -1.70961, -1.67101], [3.62860, -3.66643, -2.14345], [4.70388, -4.37219, -2.80846], [2.65186, -4.41411, -1.36869], [4.27032, -1.84188, -2.82437], [4.30795, -5.08911, -3.53020], [5.31966, -4.90989, -2.08486], [5.33275, -3.65940, -3.33741], [1.64876, -4.26058, -1.76782], [2.65324, -4.08210, -0.32988], [2.89996, -5.47145, -1.41085], [0.21043, 4.85145, -4.20707], [0.29567, 3.64893, -4.36209], [0.04710, 5.46257, -3.02134], [-0.05919, 6.90065, -2.90528], [-0.03248, 4.64455, -1.82204], [0.26049, 5.55876, -5.05276], [0.74070, 7.29908, -2.27727], [-1.01862, 7.18218, -2.46677], [0.01687, 7.35208, -3.89241], [0.88643, 4.06774, -1.70107], [-0.86275, 3.94752, -1.90345], [-0.17582, 5.28434, -0.95572]],
  "atomic_forces_ev_per_a": [[-0.20, -0.09, 0.10], [-0.07, 0.11, 0.11], [-0.10, -0.24, -0.08], [0.27, -0.21, -0.17], [-0.50, 0.15, 0.10], [0.37, 0.22, 0.50], [-0.50, 0.32, -0.14], [0.20, -0.06, 0.03], [-0.17, 0.29, 0.06], [-0.08, -0.25, 0.00], [-0.15, 0.23, -0.28], [0.07, 0.09, 0.30], [0.36, -0.08, -0.01], [0.11, 0.30, 0.24], [0.59, -0.33, -0.63], [-0.45, 0.15, 0.48], [-0.34, -0.28, -0.59], [-1.61, 0.97, 0.29], [2.11, -0.52, 0.22], [-0.55, -0.35, -0.23], [0.06, -0.09, -0.03], [0.03, 0.12, -0.04], [0.14, 0.02, 0.05], [-0.03, 0.12, 0.00], [0.05, 0.05, 0.12], [-0.06, -0.03, -0.03], [0.01, 0.03, -0.03], [0.11, 0.06, 0.04], [0.06, -0.11, -0.01], [0.01, -0.09, -0.05], [-0.13, -0.21, -0.32], [0.14, 0.01, -0.07], [0.24, -0.22, 0.14], [-0.02, -0.05, 0.00], [-0.09, 0.04, -0.08], [-0.02, -0.07, -0.01], [0.08, -0.06, 0.00], [-0.02, 0.08, 0.01], [0.13, 0.05, 0.02], [0.01, -0.13, 0.12], [0.10, -0.12, -0.02], [0.05, 0.05, -0.07], [-0.12, -0.01, -0.13], [-0.14, -0.08, 0.13], [-0.13, 0.06, -0.08], [0.01, -0.11, -0.06], [0.00, 0.06, -0.05], [-0.27, -0.01, 0.19], [0.29, 0.10, -0.14], [0.06, -0.02, 0.15], [0.00, 0.04, -0.04], [0.01, 0.11, 0.08], [0.06, -0.15, -0.01], [-0.10, -0.01, 0.07], [0.01, 0.07, -0.02], [0.01, 0.00, 0.00], [0.02, 0.00, -0.02], [0.03, 0.00, -0.02], [0.01, 0.02, -0.01], [-0.01, -0.01, 0.01], [-0.01, -0.01, 0.01], [0.01, -0.02, -0.01], [-0.03, -0.02, -0.19], [0.06, -0.04, 0.05], [0.01, 0.15, 0.16], [0.00, -0.09, 0.06], [0.08, -0.08, -0.16], [-0.01, 0.01, 0.00], [0.00, 0.03, -0.01], [0.00, 0.03, -0.01], [0.00, 0.01, -0.02], [-0.01, 0.00, 0.05], [-0.01, 0.03, -0.02], [-0.01, 0.04, 0.02]],
  "mulliken_charge": [-0.64, -0.44, -0.38, -1.07, 0.35, -0.95, 0.33, -0.46, -1.51, -0.14, -1.20, -0.33, -0.77, -1.26, 2.25, -0.42, -0.36, 0.57, -0.55, -0.43, 0.32, 0.28, 0.15, 0.25, 0.28, 0.14, 0.62, -0.16, 0.44, 0.59, -0.05, 0.57, -0.62, 0.47, 0.25, 0.44, 0.42, 0.46, 0.09, 0.54, 0.45, 0.41, 0.19, 0.35, 0.35, 0.42, 0.41, -1.16, 0.15, 0.34, 0.07, -0.57, 0.14, -0.94, -0.84, 0.25, 0.34, 0.34, 0.29, 0.25, 0.26, 0.40, 0.07, -0.54, 0.21, -0.93, -0.71, 0.25, 0.32, 0.34, 0.29, 0.28, 0.05, 0.43],
  "spin_multiplicity": 1,
  "orbital_gap_ev": 9.7,
  "e_homo_ev": -9.1,
  "relative_energy_kcal_mol": 0.0,
  "smiles": "COCCCCCCCCCCCC[C@@H]1COC(=O)O1.CN(C)C=O.CN(C)C=O",
  "energy_ha": -1425.59057
}

---

{
  "formula": "C5H18O9Sr",
  "method": "the ωB97M-V functional and the def2-TZVPD basis",
  "symbols": ["Sr", "C", "C", "O", "O", "H", "H", "H", "C", "C", "O", "O", "H", "H", "H", "C", "O", "H", "H", "H", "H", "O", "H", "H", "O", "H", "H", "O", "H", "H", "O", "H", "H"],
  "positions_angstrom": [[-0.60930, -0.45873, -0.43560], [2.26212, -0.91173, 6.87440], [1.66468, -0.79033, 5.41023], [1.01252, 0.20439, 5.08755], [1.91520, -1.64450, 4.49895], [1.88106, -1.78401, 7.40547], [1.99005, 0.01267, 7.38388], [3.33910, -1.07362, 6.91905], [-2.92925, 5.90345, -2.90581], [-2.99311, 5.72073, -1.38187], [-3.14980, 6.69362, -0.67720], [-2.79312, 4.54729, -0.95926], [-3.29668, 5.05616, -3.48479], [-1.97394, 6.33333, -3.20693], [-3.74384, 6.60396, -3.08983], [4.45835, -3.26074, -2.71194], [3.18693, -2.92792, -3.13880], [5.27448, -2.87830, -3.32496], [4.54643, -2.85861, -1.70268], [4.56484, -4.34444, -2.76050], [3.07593, -3.06541, -4.08240], [-2.48632, -5.23647, -0.33777], [-2.81135, -5.31431, 0.55919], [-2.70175, -6.07562, -0.74476], [-4.34136, -1.39267, 2.45678], [-4.75556, -2.21374, 2.72232], [-4.45910, -0.81069, 3.20757], [3.36151, 2.58759, -0.78638], [3.38159, 3.46512, -0.40457], [4.25011, 2.44787, -1.11365], [-2.41951, -0.72739, -4.72222], [-2.69777, -1.55577, -5.11283], [-2.00316, -0.25118, -5.44062]],
  "atomic_forces_ev_per_a": [[-0.03, 0.39, 0.41], [-0.57, -0.09, -0.97], [0.96, -0.55, -1.13], [-0.79, 1.31, 0.98], [0.48, -0.87, 1.02], [-0.45, 0.06, -0.08], [0.07, -0.17, 0.14], [0.09, 0.30, -0.49], [-1.51, 0.54, 0.15], [1.02, -1.55, -0.96], [-0.44, 1.65, 0.86], [0.08, -1.08, 0.22], [0.84, -0.48, 0.12], [-0.12, -0.22, -0.17], [0.31, 0.69, -0.22], [0.99, -0.71, 0.15], [-1.65, 0.93, -0.56], [-0.07, 0.45, -0.10], [0.25, -0.34, -0.01], [0.22, -0.18, 0.57], [0.18, -0.10, 0.00], [0.13, 0.35, -0.10], [-0.07, -0.03, 0.27], [-0.03, -0.21, -0.16], [0.24, 0.00, -0.38], [-0.11, -0.20, 0.06], [0.01, 0.24, 0.22], [-0.26, -0.29, -0.08], [-0.08, 0.26, 0.15], [0.23, -0.06, -0.07], [0.17, -0.02, 0.46], [-0.15, -0.23, -0.10], [0.07, 0.24, -0.20]],
  "mulliken_charge": [1.59, -0.77, 0.64, -0.67, -0.72, 0.23, 0.25, 0.25, -0.76, 0.55, -0.64, -0.67, 0.28, 0.19, 0.24, -0.46, -0.51, 0.24, 0.19, 0.24, 0.30, -0.64, 0.33, 0.32, -0.65, 0.31, 0.34, -0.65, 0.33, 0.32, -0.64, 0.32, 0.33],
  "spin_multiplicity": 1,
  "orbital_gap_ev": 2.4,
  "e_homo_ev": -6.6,
  "relative_energy_kcal_mol": 249.1,
  "energy_ha": -908.91086
}